[1]
DFT (ωB97M-V/def2-TZVPD) results for C33H26CoGeN2O3 as an isolated structure.

Results
**Spin multiplicity**: 2
**LUMO energy (alpha / beta)**: 4.794 / 4.794 eV
**Charge**: -2
**Expectation value of S²**: 0.914
**Electronic energy**: -137906.8406 eV

Cartesian coordinates (Å):
C 0.744 1.052 -7.557
C -0.330 1.655 -5.485
C -1.278 -2.757 0.146
H 2.432 2.313 0.795
C 3.663 3.338 -2.002
C 2.847 2.328 -2.517
C -2.567 -4.720 -0.510
O -0.098 -1.583 -1.596
C 2.904 3.614 3.634
C 0.430 6.750 -3.082
H 5.597 3.909 -1.259
C 1.000 5.478 -3.109
C -2.098 -3.851 0.451
C -1.740 5.755 -2.902
C 0.891 1.983 -4.890
C 5.544 1.840 -1.830
C 1.087 1.630 4.256
H 2.075 5.399 -3.227
N 0.240 -0.168 2.243
H 2.804 0.239 -3.019
H 5.157 -0.186 -2.431
C -0.049 1.328 -1.800
O 1.428 1.041 0.685
H 1.175 2.372 6.271
Co 0.456 -0.087 -0.581
H 3.005 2.086 -5.258
C -1.394 -3.435 -2.186
C 0.227 4.318 -3.010
H -1.394 7.882 -2.956
N -0.126 -0.870 1.088
C 4.994 3.104 -1.666
C -0.843 -1.913 1.244
C 2.446 2.759 2.621
H 3.614 4.385 3.362
H -2.572 -5.146 -2.628
C 1.030 0.812 1.882
H -3.202 -5.555 -0.240
H -1.114 1.593 -1.740
C -2.202 -4.488 -1.847
H -2.818 5.852 -2.822
C 2.454 3.475 4.931
C 3.421 1.055 -2.657
C 4.747 0.812 -2.320
C -0.413 1.209 -6.798
H 6.578 1.653 -1.561
C -0.882 -2.523 -1.212
C -1.159 4.494 -2.909
H -1.379 0.963 -7.228
C 1.530 1.743 2.944
C 1.970 1.366 -6.991
H 3.251 4.323 -1.816
H -1.146 -2.173 2.261
H -2.363 -4.009 1.494
O 2.910 2.956 1.386
H -1.791 3.617 -2.806
H 1.064 7.629 -3.146
C 1.536 2.481 5.256
C -0.945 6.895 -2.979
H 2.881 1.246 -7.571
H -1.237 1.721 -4.888
Ge 0.899 2.429 -2.898
C 2.035 1.833 -5.677
H 2.814 4.155 5.696
H -1.118 -3.247 -3.216
H 0.688 0.675 -8.573
H 0.374 0.844 4.470

=====

[2]
DFT (ωB97M-V/def2-TZVPD) results for a 6-piece molecular cluster, C33H26O21 overall in a non-equilibrium geometry.

Results
**ΔE to the lowest compared entry with this formula, charge and spin**: 95.62 kcal/mol
**LUMO energy**: -2.633 eV
**Structure (SMILES)**: O=C1C=C(O)C(=O)C=C1O.O=C1C=C(O)C(=O)C=C1O.O=C1C=C(O)C(=O)C=C1O.O=C1C=C(O)C(=O)C=C1O.O=C1C=C(O)C(=O)C=C1O.CC(C)=O
**Electronic energy**: -77618.6491 eV

Cartesian coordinates (Å):
C 1.124 1.619 0.131
C 3.031 -8.176 2.832
C 2.942 -7.428 0.339
H 0.761 8.152 -5.509
C 1.516 7.956 -0.770
O -0.785 5.460 0.943
C 0.759 5.983 -4.417
H 0.687 -2.362 0.196
H -4.208 -3.673 5.740
C -5.336 -3.654 -2.486
O -4.082 -3.543 -4.637
O 1.522 6.778 -3.830
O -0.771 7.505 -1.102
H 1.446 5.553 2.513
C 0.258 6.370 0.753
O -0.659 2.616 -3.470
H -1.441 5.515 -7.038
O 3.125 -6.595 4.494
H 4.572 8.588 0.445
H -0.787 5.029 1.797
H 2.177 3.753 0.471
C -3.802 -3.047 -0.310
C 2.177 1.051 2.356
H -1.817 -2.895 -3.242
C 1.544 6.424 1.700
H 1.101 4.436 -2.838
C -1.165 4.103 -5.369
C 2.748 7.009 1.345
H 2.935 -5.281 0.143
C -2.581 -3.003 -1.151
C 0.966 -0.869 1.194
C -3.969 -3.511 -3.257
H 2.806 -9.807 -0.133
O 3.703 6.921 2.080
O 0.786 -2.253 0.996
C 2.892 -6.060 0.804
H -3.739 -4.942 4.200
H -2.160 -3.230 2.804
H -4.581 -2.520 1.254
C -3.298 -4.201 5.211
H 2.979 -9.061 3.503
H -0.994 -4.002 3.900
O 1.646 -1.015 3.403
C 2.754 7.772 0.135
H 1.378 8.819 -1.587
C 0.016 6.311 -5.528
O 0.914 2.404 -0.830
H -2.491 -4.608 5.925
O 2.744 -4.432 2.823
H -0.984 -2.192 3.709
C -0.385 3.764 -4.254
C 0.717 0.280 0.085
O 2.466 3.244 1.193
O 3.925 8.448 -0.190
O 2.947 -7.659 -0.870
C -2.666 -3.169 -2.516
C 2.009 1.989 1.203
O -6.277 -3.938 -3.089
O -3.734 -2.506 0.951
C -0.921 5.314 -6.101
C -2.548 -2.986 4.820
O 2.895 -9.809 0.831
H 0.444 -0.088 -0.943
C 0.579 4.680 -3.689
C 2.924 -5.744 2.341
H 2.779 1.394 3.322
C 1.574 -0.305 2.494
C -5.255 -3.411 -1.016
C 3.073 -6.813 3.302
O 0.161 7.663 -6.101
C -1.566 -3.109 3.680
H -6.069 -3.459 -0.349
O -1.492 -2.818 -0.603
O -1.934 3.229 -5.960
H -4.990 -3.708 -4.797
O -2.685 -1.959 5.473
C 3.000 -8.512 1.250
H -0.185 2.701 -2.636
H 2.626 -3.816 1.977
C 0.228 7.331 -0.443

=====

[3]
DFT (ωB97M-V/def2-TZVPD) results for C33H27BCl4GeIN4O2ReS2 as an isolated structure in a non-equilibrium geometry.

Results
**ΔE to the lowest compared entry with this formula, charge and spin**: 20.01 kcal/mol
**LUMO energy (alpha / beta)**: -0.924 / -0.904 eV
**Electronic energy**: -183901.1266 eV

Cartesian coordinates (Å):
H -0.824 -3.366 -0.639
H -0.629 -2.605 3.276
H -0.054 -0.690 4.830
H 5.154 -3.256 -1.881
H -2.275 1.025 -5.027
H -1.062 -4.147 -2.486
H 0.136 5.637 1.244
H -0.987 1.628 -3.969
C -2.431 4.352 -1.868
Cl -1.519 6.676 -2.931
C 2.878 -0.595 3.123
C 0.071 3.180 -1.846
H 2.185 4.354 0.710
C 1.892 -0.892 5.704
H -2.681 1.893 -3.528
C -1.983 1.201 -3.993
H 4.508 -3.964 -0.383
C -1.472 -2.266 2.682
C 3.756 -0.764 4.189
H -2.720 -3.918 3.250
C -0.957 3.908 1.902
C 1.515 -3.687 -3.243
H 2.265 1.927 1.116
C 1.314 3.850 1.109
Cl -4.001 5.067 -1.891
H 3.278 -0.473 2.120
Ge 0.301 -0.137 1.863
C 1.015 -0.716 4.640
C 1.497 -0.573 3.337
Re 1.309 0.695 -1.145
H 0.929 -3.937 -4.112
H 1.506 -1.004 6.710
I 3.945 0.504 -1.490
C 1.200 -0.708 0.165
H -1.856 4.470 2.134
C -2.719 -1.857 -2.252
C -0.939 2.529 2.078
H 3.945 -1.047 6.309
C -2.455 -0.671 1.160
C 4.386 -3.171 -1.117
O 1.250 2.518 -1.745
H -1.831 2.021 2.433
C 2.852 -3.731 -3.051
C 0.163 4.567 1.407
Cl 1.347 5.286 -2.858
C -3.125 -0.715 -2.844
H -2.372 0.224 0.554
H 4.825 -0.772 4.012
Cl -3.627 2.127 -0.829
C -0.067 4.466 -2.314
C -0.908 -0.799 -2.918
H -4.472 -1.079 0.555
H -3.288 -2.646 -1.787
C 0.207 1.799 1.772
C -2.647 -3.007 2.668
B -0.619 -3.237 -1.818
C 1.338 2.472 1.305
C -1.331 5.067 -2.334
N 0.927 -3.211 -2.090
S 0.755 -0.302 -3.182
O -0.757 1.232 -0.931
H -4.644 -3.156 1.893
H -4.108 -0.297 -2.990
C -3.727 -2.578 1.905
C -2.274 3.049 -1.391
C -3.631 -1.412 1.154
H 3.656 -4.027 -3.704
C 3.262 -0.916 5.478
H 4.475 -2.200 -0.635
C 1.899 -2.974 -1.207
N 3.080 -3.272 -1.768
C -1.371 -1.091 1.932
S 1.688 -2.343 0.414
N -1.341 -1.906 -2.307
N -1.986 -0.059 -3.254
C -1.018 2.447 -1.376

=====

Question: electronic energy of number 3 (C33H27BCl4GeIN4O2ReS2)?
Answer: -183901.1266 eV